Entry i
Entry from OMol25: a 2-piece molecular cluster, C2H6O overall (wB97M-V/def2-TZVPD).

## Properties
- Highest occupied orbital energy: -10.06 eV
- LUMO energy: 0.922 eV
- SMILES string: C=C.O
- Orbital gap: 10.98 eV

Element x y z (Å)
H -0.953 -0.510 -0.184
O -0.557 -2.946 -1.963
C 0.918 -0.424 0.930
H -0.942 -2.057 -1.790
H 0.256 0.848 -0.645
H -1.283 -3.449 -2.397
H 1.906 0.050 0.912
C 0.000 0.000 0.000
H 0.777 -1.285 1.594

These are the Löwdin partial charges, in e, on atoms 1 to 5: number 1, H, carries 0.0328; number 2, O, carries -0.0897; number 3, C, carries -0.0628; number 4, H, carries 0.0192; number 5, H, carries 0.0446

***

Entry ii
Entry from OMol25: C2H6O as an isolated structure (wB97M-V/def2-TZVPD).

## Properties
- Highest occupied orbital energy: -7.84 eV
- LUMO energy: 0.685 eV
- Orbital gap: 8.52 eV

Element x y z (Å)
C 1.072 0.289 -0.477
H 1.976 0.883 -0.441
H 0.900 -0.428 -1.275
H -1.430 -0.422 -0.583
H -0.114 -1.151 1.000
H -1.867 0.886 0.710
O 0.036 0.868 0.073
H 0.656 -1.156 0.774
C -1.134 0.293 0.180

These are the Löwdin partial charges, in e, on atoms 1 to 5: number 1, C, carries -0.1072; number 2, H, carries 0.0722; number 3, H, carries 0.0740; number 4, H, carries 0.0743; number 5, H, carries 0.0655

***

Name the least stable of them. entry ii.

***

Entry i
Entry from OMol25: one molecule with the formula C2H6O (wB97M-V/def2-TZVPD).

## Properties
- Highest occupied orbital energy: -9.75 eV
- LUMO energy: 1.138 eV
- SMILES string: COC
- Orbital gap: 10.89 eV

Element x y z (Å)
H 0.481 0.430 1.888
H -1.531 -0.434 -0.347
H -0.553 -1.548 -1.336
C 0.635 0.615 0.817
H 1.645 1.020 0.675
O 0.500 -0.587 0.095
C -0.553 -0.577 -0.833
H -0.088 1.374 0.491
H -0.425 0.212 -1.591

These are the Löwdin partial charges, in e, on atoms 1 to 5: number 1, H, carries 0.0846; number 2, H, carries 0.0874; number 3, H, carries 0.0859; number 4, C, carries -0.1292; number 5, H, carries 0.0846

***

Entry ii
Entry from OMol25: a 2-piece molecular cluster, C2H6O overall (wB97M-V/def2-TZVPD).

## Properties
- Highest occupied orbital energy: -10.05 eV
- LUMO energy: 0.881 eV
- SMILES string: C=C.O
- Orbital gap: 10.94 eV

Element x y z (Å)
H -0.061 -3.217 -2.120
H -0.266 1.224 2.425
H 1.107 2.208 1.610
C 0.266 1.513 1.511
H -0.057 -1.711 -1.724
H 0.441 1.336 -0.615
O -0.534 -2.556 -1.564
C -0.061 0.986 0.293
H -0.835 0.217 0.183

These are the Löwdin partial charges, in e, on atoms 1 to 5: number 1, H, carries 0.0479; number 2, H, carries 0.0435; number 3, H, carries 0.0420; number 4, C, carries -0.0769; number 5, H, carries 0.0368

***

Name the least stable of them. entry ii.